(1)
Molecular formula: C36H37NOsP2S
Method: DFT, ωB97M-V with the def2-TZVPD basis set

Geometry (Å):
Os 0.07335 1.34087 -1.00295
C 2.96601 4.60698 -2.28631
C 3.50729 4.41030 -1.08299
C 3.73902 5.47131 -0.04897
C 2.70976 6.62260 -0.02754
C 1.28037 6.21815 -0.24801
C 0.64863 6.04697 -1.40872
C 1.23947 6.39254 -2.74782
C 2.70315 5.93996 -2.91878
C -0.97012 0.18032 0.35621
H 2.84944 3.79589 -3.00681
H 4.01234 3.45921 -0.88027
H 4.73333 5.92180 -0.20013
H 3.77267 5.00648 0.94523
H 2.76810 7.07468 0.97734
H 3.02117 7.38934 -0.74827
H 0.69668 6.25137 0.67573
H -0.43387 5.88422 -1.43215
H 1.20348 7.48082 -2.94131
H 0.61144 5.91808 -3.51580
H 2.90564 5.85562 -4.00253
H 3.37415 6.70784 -2.50941
H -1.34500 -0.72699 -0.13579
H -1.79016 0.63851 0.93749
H -0.15096 -0.08981 1.05302
P 2.18508 1.48532 -0.05960
P -1.08905 2.76599 0.28584
C 1.72117 3.06537 0.73149
C 0.43844 3.55809 0.77111
C 3.51453 0.82043 1.04535
C 4.54328 1.64278 1.55456
C 5.62332 1.08902 2.26766
C 5.64970 -0.28775 2.53042
C 4.58821 -1.09581 2.11950
C 3.52385 -0.54472 1.40026
C 2.94288 1.43110 -1.78263
C 2.06756 1.72029 -2.84675
C 2.45706 1.62265 -4.18278
C 3.75045 1.16770 -4.46470
C 4.62422 0.82294 -3.42239
C 4.21753 0.92539 -2.08151
C -2.02989 2.86751 1.85406
C -1.44027 2.32130 3.01889
C -2.09781 2.43091 4.24283
C -3.32374 3.10080 4.32690
C -3.91770 3.63070 3.16839
C -3.28451 3.50585 1.92798
C -2.22477 3.32689 -1.06323
C -2.81987 2.36993 -1.91444
C -3.46671 2.79550 -3.07287
C -3.53523 4.15546 -3.38050
C -2.97620 5.10529 -2.50242
C -2.42316 4.68877 -1.29038
H 2.49693 3.54296 1.34266
H 0.21350 4.51546 1.24760
H 4.50575 2.72051 1.38245
H 6.43499 1.73910 2.59640
H 6.50203 -0.71408 3.06377
H 4.59016 -2.16577 2.34560
H 2.70981 -1.17784 1.05244
H 1.00626 2.08777 -2.64112
H 1.74822 1.89734 -4.97702
H 4.08645 1.09962 -5.50327
H 5.63674 0.46790 -3.64109
H 4.86021 0.58845 -1.26506
H -0.46815 1.82118 2.94366
H -1.63798 2.00168 5.13772
H -3.82136 3.22413 5.29004
H -4.87719 4.15123 3.22229
H -3.73787 3.91273 1.01232
H -2.76285 1.30855 -1.65413
H -3.93540 2.05773 -3.73045
H -4.05674 4.49497 -4.27740
H -3.00721 6.16831 -2.74305
H -2.14137 5.41285 -0.50357
S -0.09285 -0.28620 -2.57547
C 0.97861 -1.08654 -1.54791
N 1.65130 -1.73846 -0.82166

Computed properties:
total charge = +2
multiplicity = 5
F_max = 0.08747 Eh/bohr
electronic energy = -71278.5210 eV
gap between HOMO and LUMO (spin up / spin down) = 5.76 / 3.55 eV
relative energy (zero: lowest compared OMol25 entry of this formula, charge and spin) = 208.54 kJ/mol
<S²> = 6.0299
HOMO (spin up / spin down) = -0.44471 / -0.50080 hartree

Atom charges from the Löwdin analysis, given in e for atoms 1 to 2:
1 Os 0.748
2 C 0.068

=====

(2)
Molecular formula: C39H43IrN4P
Method: DFT, ωB97M-V with the def2-TZVPD basis set

Geometry (Å):
Ir -0.46017 -0.11857 0.08578
C -3.93053 3.71989 -2.33330
C -2.56467 3.54130 -1.65852
C -1.50012 2.97153 -2.57829
C -1.04047 3.77011 -3.62447
C -0.03212 3.34218 -4.46567
C 0.59198 2.12698 -4.22498
C 0.18542 1.31304 -3.18038
C 0.87753 -0.00522 -2.93494
C 1.76916 0.01636 -1.69016
C -0.90712 1.71781 -2.40395
N -1.45215 0.81310 -1.42340
C -2.70595 0.48821 -1.43141
C -3.15786 -0.28505 -0.37231
C -4.32838 -0.96762 -0.12213
C -4.13068 -1.66724 1.08996
C -2.86176 -1.37953 1.53049
N -2.25388 -0.50935 0.66046
H -4.58614 4.32126 -1.70441
H -4.42487 2.76241 -2.50763
H -3.82838 4.22507 -3.29299
H -2.68338 2.92381 -0.76849
H -2.21711 4.52411 -1.33111
H -1.49091 4.74451 -3.77292
H 0.27778 3.95623 -5.30047
H 1.39531 1.79560 -4.87211
H 1.50801 -0.24093 -3.79189
H 0.14285 -0.80077 -2.84603
H 2.37763 0.91829 -1.65104
H 2.42458 -0.85355 -1.65085
H 1.18738 -0.00995 -0.72386
H -3.35603 0.76585 -2.25637
H -5.20257 -0.97263 -0.75619
H -4.83190 -2.30700 1.60026
H -2.37953 -1.72523 2.42563
C -1.65308 -2.83763 5.01224
C -1.23722 -1.52890 4.81353
C -0.43369 -1.21686 3.72258
C -0.04072 -2.20521 2.82392
C -0.47087 -3.51878 3.02742
C -1.27153 -3.83092 4.11589
P 1.07679 -1.79267 1.44416
C 2.63367 -2.59548 1.87897
C 2.89817 -2.99730 3.18345
C 4.07393 -3.68385 3.45782
C 4.99074 -3.93121 2.44781
C 4.73964 -3.50034 1.14926
C 3.56764 -2.82113 0.86486
C 0.47101 -2.75258 0.06127
C 0.66492 -4.09197 -0.25976
C -0.05051 -4.62654 -1.32241
C -0.94977 -3.83309 -2.03753
C -1.12615 -2.49163 -1.72359
C -0.37524 -1.95603 -0.68421
H -2.26994 -3.08722 5.86561
H -1.52578 -0.75285 5.51038
H -0.10162 -0.19483 3.59172
H -0.17409 -4.30305 2.34223
H -1.58453 -4.85482 4.27340
H 2.18896 -2.79968 3.97672
H 4.27205 -4.02610 4.46475
H 5.91090 -4.45424 2.67279
H 5.45941 -3.68882 0.36402
H 3.36939 -2.47897 -0.14475
H 1.33655 -4.70981 0.32409
H 0.07745 -5.66671 -1.59117
H -1.51498 -4.26181 -2.85512
H -1.83120 -1.89501 -2.28824
C 0.74636 2.86544 0.04084
C 1.12034 4.15080 0.85991
N 0.80607 3.94034 2.26081
C -0.58589 3.59003 2.42663
C -0.84303 2.19821 1.73310
N 0.38911 1.78932 1.00114
C 1.52823 1.61685 1.93888
C 1.64353 2.89762 2.82782
H 1.58862 2.53789 -0.56409
H -0.10096 3.04552 -0.61539
H 0.55759 5.00550 0.48794
H 2.18256 4.37016 0.76493
H -1.21078 4.36250 1.98059
H -0.82216 3.52246 3.48694
H -1.66576 2.27849 1.02281
H -1.09156 1.43278 2.46649
H 2.43068 1.47133 1.34501
H 1.38498 0.72967 2.54713
H 2.67949 3.22976 2.87176
H 1.30622 2.69539 3.84319

Computed properties:
total charge = +2
multiplicity = 2
F_max = 0.04911 Eh/bohr
electronic energy = -59213.6374 eV
gap between HOMO and LUMO (spin up / spin down) = 6.99 / 5.14 eV
relative energy (zero: lowest compared OMol25 entry of this formula, charge and spin) = 0.00 kJ/mol
<S²> = 0.7613
HOMO (spin up / spin down) = -0.49872 / -0.49725 hartree

Atom charges from the Löwdin analysis, given in e for atoms 1 to 2:
1 Ir 1.366
2 C -0.064

=====

(3)
Molecular formula: C3H5NO
Method: DFT, ωB97M-V with the def2-TZVPD basis set

Geometry (Å):
C -3.63647 0.82081 1.61460
C 0.85650 -0.37364 -0.12188
C 0.99106 0.90136 -0.49760
N -2.89166 1.29801 0.83904
O -2.44769 1.89203 -0.11743
H -3.75068 0.50904 2.58538
H 1.42644 -1.15883 -0.71489
H 0.54092 -0.83890 0.75499
H 0.68140 1.67552 0.12425
H 1.43900 1.06178 -1.47459

Computed properties:
total charge = 0
SMILES = C#[N+][O-].C=C
F_max = 0.06954 Eh/bohr
electronic energy = -6725.0056 eV
gap between HOMO and LUMO = 10.56 eV
relative energy (zero: lowest compared OMol25 entry of this formula, charge and spin) = 440.65 kJ/mol
HOMO = -0.36457 hartree

Atom charges from the Löwdin analysis, given in e for atoms 1 to 2:
1 C 0.150
2 C -0.082

=====

(4)
Molecular formula: C6H17N2
Method: DFT, ωB97M-V with the def2-TZVPD basis set

Geometry (Å):
N -0.13635 2.12957 -0.29944
C -1.30826 1.68958 0.48083
C -1.08583 0.22680 0.98703
N 0.01641 -0.39669 0.21764
C -0.44398 -1.62332 -0.51662
C -0.87826 -1.21972 -1.93610
C 1.23233 -0.68811 1.07212
C 2.47591 -0.39170 0.25442
H 0.72859 2.02626 0.23727
H -0.16440 1.61742 -1.17273
H -0.12472 3.13506 -0.47224
H -1.54463 2.29251 1.36070
H -2.20487 1.83774 -0.11250
H -0.77652 0.23485 2.03029
H -2.01072 -0.33586 0.88273
H 0.47180 -2.18702 -0.66107
H -1.38073 -1.99503 -0.09567
H -0.13547 -0.58203 -2.41892
H -1.89886 -0.85927 -2.06541
H -0.89285 -2.14366 -2.50875
H 1.18377 -0.15866 2.02328
H 1.11926 -1.75875 1.26874
H 3.35761 -0.43496 0.89906
H 2.64005 -1.22362 -0.42852
H 2.35998 0.51580 -0.33481

Computed properties:
total charge = +1
SMILES = CCN(CC)CC[NH3+]
F_max = 0.06019 Eh/bohr
electronic energy = -9470.4113 eV
gap between HOMO and LUMO = 9.30 eV
relative energy (zero: lowest compared OMol25 entry of this formula, charge and spin) = 156.60 kJ/mol
HOMO = -0.46601 hartree

Atom charges from the Löwdin analysis, given in e for atoms 1 to 2:
1 N 0.190
2 C -0.118

=====

Q: Among the records above, which one has the highest relative energy (zero: lowest compared OMol25 entry of this formula, charge and spin)?
A: C3H5NO